{
  "formula": "C27H41BCaCl4F3NNaO21P",
  "method": "ωB97M-V/def2-TZVPD",
  "total_energy_ev": -164210.985,
  "multiplicity": 1,
  "symbols": ["C", "O", "C", "C", "O", "C", "P", "C", "C", "H", "H", "H", "H", "H", "H", "H", "H", "H", "H", "H", "H", "H", "H", "H", "O", "H", "C", "C", "C", "O", "C", "C", "C", "O", "O", "O", "H", "H", "H", "H", "Na", "B", "O", "C", "O", "C", "O", "O", "F", "F", "Ca", "C", "Cl", "Cl", "Cl", "Cl", "C", "C", "C", "O", "C", "O", "O", "H", "H", "H", "H", "H", "H", "C", "C", "O", "C", "O", "O", "F", "H", "H", "H", "C", "O", "O", "O", "C", "C", "C", "O", "C", "N", "H", "H", "H", "H", "H", "H", "H", "H", "H", "H", "H", "H"],
  "xyz": [[-4.734831, -0.778442, -2.600231], [-3.493657, -0.208267, -2.957326], [-3.039660, 0.737278, -2.001172], [-3.378873, 2.150689, -2.462477], [-3.193375, 3.156087, -1.491370], [-3.988988, 3.014205, -0.332408], [-3.519070, 4.416120, 0.786707], [-5.065614, 4.966283, 1.611590], [-2.593110, 3.530141, 2.099646], [-4.949637, -1.585146, -3.293124], [-4.719931, -1.198598, -1.586982], [-5.544825, -0.046994, -2.657451], [-1.955907, 0.619867, -1.937351], [-3.468058, 0.480862, -1.031123], [-4.377865, 2.179437, -2.914256], [-2.689074, 2.391734, -3.271768], [-3.764901, 2.091483, 0.214109], [-5.064588, 3.015701, -0.545649], [-5.383758, 4.297506, 2.416210], [-4.890030, 5.945004, 2.052128], [-5.874931, 5.051660, 0.888675], [-3.214302, 2.696635, 2.445679], [-1.735012, 3.094726, 1.594084], [-2.312656, 4.181896, 2.919366], [0.089042, 5.461480, 0.661949], [-0.433078, 4.845662, 0.131051], [1.509281, -0.962326, 2.985283], [1.164877, -0.250469, 1.852686], [0.635713, 1.072781, 1.929470], [0.339384, 1.729992, 0.812588], [0.445131, 1.639707, 3.202971], [0.781672, 0.947265, 4.337282], [1.348998, -0.396080, 4.287558], [1.657266, -0.966587, 5.353560], [0.616787, 1.452927, 5.558657], [1.319543, -0.803410, 0.610363], [1.908951, -1.976788, 2.937711], [0.023341, 2.636879, 3.252152], [0.936831, 0.754423, 6.165041], [0.985456, -0.142524, -0.016841], [3.813038, -1.173614, 2.279556], [9.154195, 0.635492, -0.259686], [7.994370, 0.438295, 0.691342], [7.483385, -0.746656, 0.507283], [6.551390, -1.209060, 1.125170], [8.270179, -1.461531, -0.617734], [8.038736, -2.567987, -1.022618], [9.213109, -0.648972, -1.032669], [10.317215, 0.836551, 0.450748], [8.900682, 1.702615, -1.102084], [1.864563, 2.878736, 0.013429], [7.703828, 5.248024, -1.262663], [9.038609, 5.576553, -0.164097], [8.325919, 4.974423, -2.888719], [6.842438, 3.807687, -0.717398], [6.593955, 6.631113, -1.279021], [6.800515, -1.095583, 8.013993], [7.256142, -0.980118, 6.583933], [7.665207, 0.410932, 6.147596], [7.373801, 0.378383, 4.742238], [6.384488, -0.505878, 4.559615], [5.775819, -0.623829, 3.536567], [6.172417, -1.243612, 5.663532], [6.481799, -2.113489, 8.233791], [7.610263, -0.828859, 8.692770], [5.948076, -0.441198, 8.199336], [8.049346, -1.702333, 6.376269], [8.715997, 0.629400, 6.313251], [7.054638, 1.190293, 6.609021], [1.192996, 6.208742, -5.063898], [-0.130667, 5.644148, -5.535818], [-0.508463, 4.820965, -4.451894], [0.047423, 5.350061, -3.316704], [-0.272105, 5.071646, -2.214399], [1.010887, 6.248288, -3.647491], [0.008135, 4.884203, -6.649526], [2.018051, 5.538236, -5.310296], [1.405262, 7.199822, -5.454088], [-0.908067, 6.389782, -5.708951], [-7.666285, -2.212947, -3.539381], [-7.492885, -1.268496, -4.317769], [-8.603108, -2.254757, -2.687030], [-6.914459, -3.243869, -3.501898], [-5.021861, -6.596776, -3.835651], [-5.095517, -6.813173, -2.332991], [-5.320192, -8.266732, -1.917582], [-6.664020, -8.635685, -2.144675], [-6.914816, -9.422385, -3.311583], [-6.271209, -6.039907, -1.809123], [-5.979796, -6.790741, -4.319507], [-4.742097, -5.568740, -4.066979], [-4.272869, -7.255431, -4.271451], [-4.202305, -6.410790, -1.856017], [-5.149584, -8.363480, -0.840886], [-4.615120, -8.927854, -2.422961], [-6.067759, -10.070167, -3.540409], [-7.134179, -8.787169, -4.171504], [-7.785865, -10.039216, -3.105747], [-6.350376, -5.106616, -2.233265], [-6.251632, -5.940437, -0.794004], [-7.118177, -6.579094, -2.026265]],
  "atomic_forces_ev_per_a": [[-0.177, 0.008, -0.127], [0.199, -0.124, 0.201], [-0.049, -0.287, -0.251], [0.183, 0.004, -0.292], [0.018, -0.238, 0.005], [-0.165, -0.001, 0.829], [0.665, 1.280, -0.671], [-0.115, -0.656, 0.359], [-0.881, -0.660, -0.435], [-0.009, 0.049, -0.137], [0.139, 0.050, 0.065], [-0.061, -0.008, -0.001], [0.053, 0.077, 0.115], [0.020, 0.172, 0.109], [-0.194, -0.067, 0.305], [-0.003, 0.132, -0.030], [-0.035, -0.161, -0.180], [-0.004, 0.076, -0.202], [-0.121, -0.041, -0.033], [0.054, 0.074, -0.058], [0.005, 0.062, -0.078], [0.085, 0.032, 0.362], [0.323, 0.190, 0.168], [0.172, 0.070, -0.040], [1.615, -1.832, -0.031], [-0.401, 0.393, -0.061], [0.040, -0.035, -0.169], [-0.102, -0.054, 0.037], [0.016, 0.104, 0.278], [0.345, -0.821, -0.224], [-0.030, 0.217, -0.058], [-0.120, 0.137, -0.072], [0.066, -0.246, 0.028], [-0.032, 0.145, 0.000], [0.021, 0.007, 0.056], [0.319, 0.005, 0.048], [-0.524, -0.020, -0.046], [0.012, -0.004, 0.082], [0.007, -0.023, -0.020], [-0.285, -0.110, 0.024], [1.416, 0.076, -0.015], [0.483, 0.304, -0.108], [-0.067, -0.113, -0.197], [-0.032, 0.152, 0.256], [-0.470, -0.206, -0.468], [0.212, -0.147, -0.161], [-0.118, -0.002, 0.043], [-0.281, 0.056, 0.233], [-0.021, -0.093, 0.090], [-0.098, -0.099, -0.079], [-1.358, 2.332, 0.508], [-0.001, 0.013, -0.021], [0.009, 0.004, 0.017], [-0.005, -0.001, -0.021], [-0.139, -0.011, 0.073], [-0.010, 0.008, -0.002], [-0.344, -0.097, -0.043], [0.034, 0.102, 0.335], [0.135, -0.036, 0.017], [-0.078, 0.095, 0.050], [0.035, -0.055, -0.032], [-0.694, 0.090, 0.302], [0.119, -0.032, -0.087], [0.079, -0.023, 0.013], [0.031, -0.002, -0.028], [0.055, 0.077, -0.006], [-0.003, 0.018, -0.098], [0.036, -0.013, -0.195], [-0.036, -0.050, 0.050], [0.070, 0.188, -0.060], [0.147, -0.181, 0.003], [-0.104, 0.251, 0.082], [-0.067, 0.064, 0.027], [0.234, -0.400, -0.253], [-0.042, -0.082, -0.091], [-0.009, -0.040, 0.035], [-0.080, -0.080, -0.080], [-0.042, 0.078, 0.171], [-0.012, -0.031, -0.120], [-0.172, -0.711, 0.637], [-0.042, 0.080, -0.074], [-0.073, 0.381, -0.148], [0.500, -0.418, -0.085], [-0.009, 0.165, -0.033], [0.126, -0.063, -0.439], [-0.169, 0.120, 0.414], [0.098, -0.143, -0.137], [-0.137, 0.058, -0.037], [-0.170, 0.152, 0.169], [0.001, -0.061, 0.016], [-0.048, 0.017, 0.002], [0.006, -0.026, 0.032], [-0.015, -0.037, 0.072], [0.017, -0.028, -0.010], [0.010, 0.063, -0.093], [0.023, 0.008, 0.028], [0.066, -0.029, -0.040], [-0.001, 0.009, 0.043], [-0.140, 0.342, -0.184], [0.071, 0.104, -0.011], [0.024, 0.009, -0.119]],
  "lowdin_charge": [-0.112, -0.182, -0.209, -0.194, -0.214, -0.405, 0.909, -0.319, -0.309, 0.069, 0.088, 0.093, 0.120, 0.100, 0.129, 0.125, 0.071, 0.096, 0.029, 0.024, 0.027, 0.036, -0.002, 0.043, -0.491, -0.206, -0.009, -0.286, -0.375, -0.367, 0.065, -0.238, -0.381, 0.021, 0.109, 0.053, 0.125, 0.131, 0.117, 0.090, 0.651, -1.056, 0.208, -0.405, 0.084, -0.419, 0.127, 0.218, 0.164, 0.108, 1.562, -2.059, 0.545, 0.536, 0.534, 0.503, -0.019, -0.315, -0.075, 0.097, -0.535, 0.112, 0.102, 0.089, 0.094, 0.093, 0.162, 0.143, 0.142, -0.054, -0.318, 0.125, -0.537, 0.169, 0.074, 0.074, 0.142, 0.140, 0.175, -0.961, 0.128, 0.122, 0.027, -0.021, -0.303, -0.182, -0.195, -0.062, 0.233, 0.088, 0.095, 0.098, 0.157, 0.135, 0.134, 0.095, 0.085, 0.095, 0.137, 0.178, 0.165]
}

{
  "formula": "C27H41BF12INO9S2",
  "method": "ωB97M-V/def2-TZVPD",
  "total_energy_ev": -111631.827,
  "multiplicity": 1,
  "smiles": "CCCCO[C@H]1[C@H](S(=O)(=O)C(F)(F)C(F)(F)C(F)(F)C(F)(F)F)S(=O)(=O)O[C@](CCC(F)(F)F)(C[C@@H](C)I)[C@]1(OC[C@@H](C)C(C)C)B(O)OC.CC#N",
  "symbols": ["C", "C", "C", "C", "O", "C", "C", "S", "O", "O", "C", "F", "F", "C", "F", "F", "C", "F", "F", "C", "F", "F", "F", "S", "O", "O", "O", "C", "C", "C", "C", "F", "F", "F", "C", "C", "C", "I", "C", "O", "C", "C", "C", "C", "C", "C", "B", "O", "O", "C", "H", "H", "H", "H", "H", "H", "H", "H", "H", "H", "H", "H", "H", "H", "H", "H", "H", "H", "H", "H", "H", "H", "H", "H", "H", "H", "H", "H", "H", "H", "H", "H", "H", "H", "H", "H", "H", "H", "C", "C", "N", "H", "H", "H"],
  "xyz": [[6.184887, 0.486090, 0.682324], [5.013564, -0.614412, 0.956057], [4.257888, -0.825488, -0.432709], [3.008225, 0.187811, -0.639324], [1.872301, -0.438106, -0.010637], [0.614186, 0.011836, -0.538174], [-0.037333, -1.190318, -1.413133], [-0.055980, -0.694197, -3.193716], [-1.099421, 0.366195, -3.478600], [1.252331, -0.085633, -3.658803], [-0.402376, -2.083283, -4.400225], [-1.779989, -2.350008, -4.561649], [-0.003414, -1.559330, -5.657270], [0.458110, -3.403547, -4.194414], [1.816476, -3.004906, -4.324625], [0.356248, -3.987408, -2.925719], [0.228844, -4.562796, -5.269256], [-0.614186, -4.240878, -6.327806], [1.489642, -4.894923, -5.828265], [-0.326383, -5.941452, -4.651670], [0.610253, -6.644230, -3.914540], [-1.556125, -5.781759, -3.993836], [-0.622671, -6.754236, -5.772396], [-1.634903, -1.852105, -0.765703], [-2.666894, -1.576946, -1.856271], [-1.503765, -3.343818, -0.716832], [-2.222939, -1.130240, 0.588467], [-1.241121, -0.398133, 1.382314], [-0.285550, -1.547330, 2.008267], [-1.148957, -2.802471, 2.571205], [-0.396494, -3.527276, 3.793412], [0.627907, -4.312285, 3.188737], [0.160102, -2.644447, 4.717227], [-1.235777, -4.479681, 4.422819], [-2.079439, 0.332107, 2.534934], [-1.610113, 0.123682, 4.031079], [-0.275134, 0.860840, 4.479765], [-3.200063, 1.100641, 5.243042], [-0.388009, 0.685352, 0.511473], [0.200977, 1.538691, 1.503288], [1.234594, 2.430198, 1.078674], [1.065913, 3.800647, 1.929029], [2.475705, 4.325848, 2.476906], [0.302159, 4.964357, 1.155440], [-1.318986, 4.843038, 1.238127], [0.814146, 5.233707, -0.343719], [-1.382899, 1.670575, -0.374034], [-2.831874, 1.642671, -0.227588], [-0.877968, 2.650795, -1.292007], [-1.906393, 3.147694, -2.182491], [6.315009, 1.143732, 1.597469], [7.143004, -0.083877, 0.416062], [5.840742, 1.080984, -0.236914], [5.558519, -1.589817, 1.211516], [4.331522, -0.321356, 1.813927], [3.784446, -1.867512, -0.401822], [4.924860, -0.769958, -1.349746], [3.333824, 1.174148, -0.181348], [2.921236, 0.344093, -1.758955], [0.876500, 0.825959, -1.309058], [0.720945, -2.051234, -1.325801], [0.375824, -2.037561, 1.203144], [0.438666, -1.143268, 2.780981], [-2.153026, -2.399242, 2.919688], [-1.302446, -3.615543, 1.801027], [-2.175011, 1.466839, 2.392275], [-3.165189, -0.043149, 2.474772], [-1.606250, -0.930254, 4.432418], [-0.468992, 1.993284, 4.490777], [-0.016490, 0.587546, 5.560309], [0.630456, 0.686671, 3.823228], [2.232992, 1.996719, 1.460279], [1.381885, 2.598725, -0.027889], [0.413964, 3.527562, 2.835357], [3.001623, 4.914203, 1.661064], [3.117064, 3.438387, 2.792072], [2.345916, 4.977547, 3.402976], [0.534997, 5.933487, 1.730803], [-1.788901, 5.834681, 1.570438], [-1.566380, 3.980805, 1.931833], [-1.704746, 4.661151, 0.174830], [1.722855, 4.612995, -0.638341], [-0.033433, 5.120109, -1.108230], [1.143418, 6.330445, -0.443466], [-3.184196, 0.982059, -0.860535], [-1.419081, 3.772381, -3.000922], [-2.523731, 2.344153, -2.689025], [-2.655985, 3.839503, -1.654269], [-5.781852, -2.622835, -1.208946], [-6.750720, -2.282853, -0.121618], [-7.509266, -2.016747, 0.729724], [-4.865099, -3.026896, -0.778411], [-6.219104, -3.368319, -1.874339], [-5.539710, -1.728904, -1.784482]],
  "atomic_forces_ev_per_a": [[-0.941, -0.702, -0.007], [1.494, 0.064, -1.197], [-1.604, -0.489, 0.691], [2.885, -0.687, -0.438], [-0.859, 0.854, -0.599], [1.018, 1.304, -0.994], [1.715, -0.363, 1.776], [-0.152, 7.445, -3.188], [1.670, -3.713, 1.546], [-2.370, -3.197, 2.241], [-1.522, -1.057, -2.888], [3.133, 0.423, 1.042], [-0.552, -0.914, 2.833], [2.095, -0.230, 0.250], [-2.732, -0.480, 0.448], [-0.249, 1.357, -1.992], [0.768, -1.300, -1.508], [1.435, -0.087, 2.144], [-2.537, 0.695, 1.108], [-1.254, -2.005, -1.171], [-2.132, 1.866, -1.051], [3.072, -0.147, -0.931], [0.711, 1.605, 2.263], [-4.973, -3.805, -4.849], [2.872, 0.702, 3.319], [0.792, 3.592, 1.612], [1.782, -0.198, -2.094], [1.909, 0.126, 2.002], [0.229, -1.098, -0.533], [0.212, 0.659, 1.256], [-0.306, -0.999, -1.588], [-1.391, 1.665, 1.693], [-1.022, -2.090, -1.444], [1.831, 2.381, -0.808], [-1.078, 0.180, 0.280], [0.725, 0.402, 0.421], [-0.182, 0.780, 0.504], [0.466, -0.498, -0.382], [-1.201, -0.598, -0.611], [0.091, -0.713, -1.241], [2.125, 1.277, 1.632], [-0.247, -0.070, -0.059], [-0.327, -0.429, -0.121], [-0.384, 1.082, 0.265], [0.838, 0.156, -0.865], [-0.067, 0.892, -0.069], [-1.757, 1.528, -1.182], [2.357, -0.850, -0.540], [-1.344, -2.265, 1.302], [-1.005, 1.499, -0.997], [0.129, -0.686, -1.316], [-1.306, 1.083, 0.437], [0.781, -0.488, 1.499], [-1.033, 1.316, -0.107], [0.671, -0.367, -1.209], [0.637, 1.314, -0.317], [-0.545, -0.012, 1.352], [-0.891, -1.016, -0.300], [-0.559, -0.279, 1.285], [-0.645, -1.024, 1.103], [-1.261, 1.111, -0.096], [-0.829, 1.088, 0.941], [-1.100, -0.378, -0.958], [1.185, -0.839, -0.280], [0.143, 1.098, 0.842], [0.376, -1.737, -0.132], [1.635, 0.407, -0.086], [-0.128, 1.199, -0.788], [0.347, -1.628, -0.169], [-0.410, 0.217, -1.547], [-1.190, -0.022, 0.646], [-1.428, 0.389, -0.663], [-0.818, -0.231, 1.125], [0.998, 0.242, -1.271], [-0.466, -0.692, 1.054], [-0.686, 1.162, -0.457], [0.053, -0.709, -1.363], [-0.153, -1.502, -0.670], [0.690, -1.594, -0.212], [-0.119, 1.152, -0.829], [0.327, -0.035, 1.686], [-1.291, 0.655, 0.320], [1.374, -0.184, 1.113], [-0.409, -1.576, 0.202], [-0.068, 0.330, 0.524], [-0.335, -0.963, 1.158], [1.037, 0.721, 0.703], [1.212, -1.064, -0.497], [-0.582, 0.182, 0.632], [-1.081, 0.364, 1.197], [1.804, -0.620, -2.001], [-0.084, 0.070, -0.023], [-0.016, 0.067, 0.093], [-0.002, -0.074, 0.096]],
  "lowdin_charge": [-0.122, -0.239, -0.177, -0.185, -0.125, -0.235, -0.244, 0.867, -0.287, -0.281, -0.336, 0.088, 0.081, -0.235, 0.087, 0.099, -0.218, 0.123, 0.099, -0.355, 0.139, 0.121, 0.097, 0.785, -0.325, -0.290, -0.184, -0.309, -0.058, -0.037, -0.416, 0.052, 0.087, 0.069, -0.178, -0.691, -0.190, 0.790, -0.185, -0.096, -0.134, -0.275, -0.073, -0.336, -0.043, -0.077, -0.453, 0.095, -0.027, -0.088, 0.067, 0.079, 0.070, 0.104, 0.106, 0.114, 0.118, 0.116, 0.124, 0.142, 0.151, 0.128, 0.124, 0.132, 0.121, 0.115, 0.124, 0.056, 0.058, 0.086, 0.070, 0.122, 0.125, 0.130, 0.085, 0.075, 0.088, 0.127, 0.088, 0.075, 0.057, 0.078, 0.070, 0.083, 0.110, 0.113, 0.096, 0.107, -0.070, -0.259, 0.107, 0.064, 0.080, 0.073]
}

What is the formula in the second record? C27H41BF12INO9S2

What is the formula in the second record? C27H41BF12INO9S2